Record 1
Density functional theory data (ωB97M-V/def2-TZVPD) for a 2-piece molecular cluster, C12H14BrN4O3S2 overall.

The calculation puts the HOMO-LUMO gap at 0.349 Ha. Its charge is +1. The lowest unoccupied orbital energy is -0.1008 Eh.

Geometry (Å):
O1 1.71830 4.75475 -2.67595
C1 1.87782 4.10040 -1.71497
Br1 3.27030 4.64460 -0.44321
C2 1.12300 2.82730 -1.37274
C3 1.93839 1.59143 -1.78085
N1 1.51142 0.93374 -3.02684
C4 1.31100 1.68472 -3.96496
S1 0.67346 2.56732 -5.07011
O2 1.93947 0.55695 -0.79629
C5 2.68548 0.86162 0.32021
O3 2.14538 1.31801 1.27613
N2 4.06613 0.56991 0.35502
C6 4.58331 0.23805 -0.71166
S2 5.33034 0.23671 -2.06199
H1 0.97384 2.84696 -0.29261
H2 0.12662 2.84197 -1.80941
H3 2.97113 1.92018 -1.92988
C7 -3.21700 -2.56267 3.87288
C8 -3.17395 -3.00560 2.42210
N3 -2.20176 -2.23689 1.62786
C9 -0.92573 -1.88741 2.00766
C10 -0.38427 -1.19025 0.97997
N4 -1.32772 -1.15050 -0.01798
C11 -2.41459 -1.79585 0.39263
C12 -1.16840 -0.50763 -1.32455
H4 -3.44687 -1.49968 3.94925
H5 -3.97875 -3.12316 4.40983
H6 -2.26525 -2.73689 4.37440
H7 -4.15241 -2.87067 1.96436
H8 -2.91087 -4.06071 2.34507
H9 -0.54700 -2.16422 2.97390
H10 0.56862 -0.71335 0.83928
H11 -3.31367 -1.93945 -0.18180
H12 -1.93323 0.25709 -1.44307
H13 -1.26436 -1.25414 -2.10937
H14 -0.18816 -0.05268 -1.38229

Record 2
Density functional theory data (ωB97M-V/def2-TZVPD) for a 15-piece molecular cluster, CH28F3O17S overall.

The calculation puts the HOMO-LUMO gap at 0.296 Ha. Its charge is -1. The lowest unoccupied orbital energy is 0.0708 Eh.

Geometry (Å):
C1 -0.24655 0.31867 -0.44718
F1 -1.10758 -0.48077 0.10772
F2 0.55560 -0.42841 -1.25407
F3 -0.75071 1.36406 -1.14456
S1 0.87227 0.99236 1.00047
O1 2.04561 1.68513 0.38526
O2 0.12346 1.89328 1.82924
O3 1.36864 -0.16452 1.70673
O4 -4.58656 2.83896 -4.56067
H1 -5.42721 2.39943 -4.43280
H2 -4.18240 2.84105 -3.69299
O5 4.45842 2.17299 -2.93504
H3 4.06469 2.32853 -2.07654
H4 4.59028 3.04773 -3.30064
O6 -3.83961 1.79179 5.49060
H5 -3.44034 2.65984 5.54817
H6 -3.27115 1.23070 6.01811
O7 0.10088 -4.63894 2.09552
H7 0.03017 -3.72655 2.37616
H8 0.57176 -5.07304 2.80690
O8 -3.10805 -6.36649 -0.85811
H9 -2.54778 -5.88433 -0.24996
H10 -3.52122 -7.04167 -0.31992
O9 -6.49483 -2.61050 0.12258
H11 -5.69319 -2.11496 -0.04489
H12 -6.56211 -3.21500 -0.61653
O10 3.34306 -2.49198 -5.58794
H13 4.29125 -2.36137 -5.59828
H14 3.00700 -1.76914 -5.05805
O11 5.40774 -2.70933 -0.20464
H15 4.58759 -2.27788 0.03502
H16 5.13619 -3.53314 -0.60938
O12 3.69684 -1.06164 5.95611
H17 3.81093 -2.00932 5.88465
H18 3.34210 -0.79792 5.10708
O13 0.53802 3.56260 6.70278
H19 1.28489 3.19607 7.17613
H20 0.66976 3.28647 5.79579
O14 6.45387 4.00445 1.31362
H21 6.28518 4.39468 2.17123
H22 5.68603 3.45900 1.14291
O15 -3.67326 -3.65701 -4.34713
H23 -3.35135 -2.82011 -4.01214
H24 -3.16601 -4.31621 -3.87342
O16 -2.82411 4.87547 1.63091
H25 -2.12816 5.47293 1.35718
H26 -2.37149 4.18700 2.11813
O17 -1.36613 2.15929 -7.04286
H27 -2.01186 2.59767 -6.48871
H28 -0.65058 2.79007 -7.12257